A 14-piece molecular cluster, H28O14 overall, computed with ωB97M-V/def2-TZVPD.

Last column: Löwdin spin population.
Geometry (Å):
H1 1.24812 -1.99608 -3.13789  0.000
H2 0.93624 -0.80026 -2.26343  -0.002
H3 0.49191 2.41300 -3.09865  0.000
H4 -1.36477 1.05166 2.27799  0.000
H5 -0.81276 -3.33352 -0.01436  0.000
O1 0.54811 1.59845 -2.59906  0.000
H6 -2.36831 -1.65900 0.85377  -0.003
H7 3.45405 2.13973 -1.15753  0.000
O2 1.36580 -1.65558 -2.25107  0.095
H8 -2.73580 -0.83262 -2.16466  0.005
O3 -4.13921 0.13170 -0.75275  0.000
H9 3.64615 0.93284 1.69439  0.000
O4 -1.84814 1.81320 2.59837  0.003
O5 -0.18020 -0.33279 0.05411  0.002
H10 -0.73851 0.36713 -0.28446  0.000
H11 -1.70467 -1.91394 -2.40835  0.000
H12 -3.55505 -2.23900 1.59344  0.002
O6 -1.78915 2.06366 -1.08417  0.002
H13 3.18487 -0.48040 1.40823  0.000
O7 -0.98574 -2.97458 -0.88469  0.326
O8 0.96381 2.52096 1.83585  0.000
O9 -2.09184 -1.13386 -2.80559  0.376
H14 0.66557 0.08816 0.20812  0.000
H15 -3.45946 0.79430 -0.87577  0.000
H16 2.28783 -3.24650 0.95605  0.000
H17 1.25421 -2.17210 0.69302  0.000
H18 3.23603 0.77831 -0.53234  0.000
H19 -1.06451 1.77033 -1.63651  0.000
H20 1.83710 2.88774 1.97396  0.000
H21 -4.86107 0.60282 -0.33659  0.000
H22 1.38378 1.65805 -2.13608  0.000
O10 -2.62020 -2.37391 1.43829  0.198
H23 0.96619 -0.69425 2.94225  0.000
H24 2.07696 0.01708 3.68529  0.000
O11 1.15168 0.09404 3.45258  0.000
H25 -1.89820 2.98915 -1.30285  0.000
O12 3.45130 0.33103 0.97599  0.000
O13 2.07245 -2.33679 1.16163  0.000
H26 0.91500 1.78236 2.44274  0.000
O14 3.21704 1.23748 -1.37200  0.000
H27 -1.83571 2.43048 1.86690  0.000
H28 -0.30088 -2.31850 -1.01418  -0.003

For the calculated total energy, the calculation gives -1069.77225 Ha. For the relative energy (zero: lowest compared OMol25 entry of this formula, charge and spin), the calculation gives 74.22 kJ/mol. The gap between HOMO and LUMO (alpha / beta) is 10.458 / 2.768 eV. The expectation value of S² is 0.76. The spin multiplicity is 2. The total charge is +1. The molar mass is 252.2 g mol⁻¹. As for the LUMO energy (alpha / beta): -0.1134 / -0.3951 Eh. The value obtained for the HOMO energy (alpha / beta) is -13.54 / -13.52 eV.

C3H5NO2 as an isolated structure, computed with ωB97M-V/def2-TZVPD.

Last column: Mulliken charge in e.
Geometry (Å):
H1 -1.07124 0.54340 0.27270  0.251
H2 -0.99309 -0.48433 -1.55316  0.381
N1 1.24943 0.42627 0.66570  -0.455
C1 -0.88482 -0.52272 -0.45837  0.274
O1 0.17484 -1.41640 -0.15492  -0.317
H3 -0.21341 1.92251 0.48486  0.352
C2 1.16869 -0.83276 0.55243  0.104
H4 1.87291 -1.53445 0.98756  0.394
H5 0.44688 1.36996 -1.05919  0.310
C3 0.17104 1.03872 -0.05373  -0.612
O2 -1.92123 -0.51018 0.31613  -0.683

For the calculated total energy, the calculation gives -322.39722 Ha. For the relative energy (zero: lowest compared OMol25 entry of this formula, charge and spin), the calculation gives 465.02 kJ/mol. The gap between HOMO and LUMO is 10.244 eV. The spin multiplicity is 1. The molar mass is 87.1 g mol⁻¹. As for the LUMO energy: 0.0279 Eh. The value obtained for the HOMO energy is -9.48 eV.

One molecule with the formula C7H16N2, computed with ωB97M-V/def2-TZVPD.

Last column: Mulliken charge in e.
Geometry (Å):
H1 -0.78297 1.61702 0.82263  0.406
C1 -0.96941 0.82712 0.06885  -0.894
C2 -0.64328 -1.14882 1.45006  -1.924
C3 2.20338 -0.86810 1.05133  -0.953
H2 -1.99817 3.05103 -1.09284  0.292
C4 -0.27229 -1.36994 -1.01213  -1.671
H3 -0.14608 -2.10973 1.62256  0.421
N1 1.29934 0.06772 0.38407  -0.051
H4 2.18068 -0.27385 -1.53515  0.365
H5 2.83444 1.10098 -0.63268  0.363
N2 -1.89622 0.95703 -0.82322  -0.380
C5 -0.09479 -0.43208 0.19753  1.950
H6 -1.71589 -1.35502 1.34474  0.461
H7 -0.07492 -0.86339 -1.96344  0.392
H8 -0.52834 -0.53241 2.34960  0.419
H9 2.28423 -1.82235 0.52110  0.332
C6 -2.61018 2.22751 -0.71106  -0.806
H10 3.20932 -0.43929 1.13436  0.350
H11 1.26302 1.24356 -1.39428  0.285
H12 -3.52417 2.17911 -1.31064  0.320
H13 -1.30090 -1.74625 -1.07140  0.412
H14 -2.90796 2.44287 0.32167  0.298
H15 1.88600 -1.05904 2.08153  0.290
H16 0.38904 -2.24044 -0.94475  0.346
C7 1.91610 0.54681 -0.85835  -1.025

For the calculated total energy, the calculation gives -385.78516 Ha. For the relative energy (zero: lowest compared OMol25 entry of this formula, charge and spin), the calculation gives 145.54 kJ/mol. The gap between HOMO and LUMO is 9.548 eV. As for the SMILES: C/N=C/C(C)(C)N(C)C. The spin multiplicity is 1. The molar mass is 128.2 g mol⁻¹. As for the LUMO energy: 0.0363 Eh. The value obtained for the HOMO energy is -8.56 eV.

> Look up the spin multiplicity of the third one.

1

> The highest calculated total energy belongs to which entry?

C3H5NO2